No. 1
DFT (wB97M-V/def2-TZVPD) results for C32H48AsN3O4OsPS as an isolated structure.

Element x y z (Å)
Os  -0.738  -0.511  -0.386
N  0.875  -4.508  1.364
C  -0.251  -3.505  1.359
C  -0.400  -2.867  2.725
C  -1.439  -1.748  2.664
N  -0.969  -0.583  1.852
C  -2.766  -2.244  2.097
C  -2.619  -2.979  0.770
N  -2.364  -2.006  -0.360
C  -1.557  -4.085  0.852
H  1.745  -4.014  1.607
H  1.006  -4.917  0.435
H  0.738  -5.274  2.030
H  0.104  -2.772  0.645
H  0.556  -2.479  3.082
H  -0.754  -3.596  3.460
H  -1.604  -1.393  3.683
H  -0.064  -0.260  2.199
H  -1.618  0.175  2.064
H  -3.467  -1.410  1.995
H  -3.221  -2.928  2.816
H  -3.567  -3.461  0.525
H  -3.245  -1.513  -0.491
H  -2.258  -2.564  -1.206
H  -1.437  -4.580  -0.115
H  -1.949  -4.832  1.548
S  -0.814  -0.533  -2.557
C  -1.931  0.640  -3.214
C  -2.168  0.626  -4.592
C  -3.112  1.491  -5.121
C  -3.827  2.344  -4.289
C  -3.594  2.362  -2.913
C  -2.628  1.528  -2.386
As  -2.068  1.504  -0.548
C  -3.454  2.182  0.589
C  -3.452  3.504  1.021
C  -4.523  3.974  1.769
C  -5.584  3.137  2.084
C  -5.589  1.817  1.650
C  -4.524  1.341  0.902
C  -0.701  2.880  -0.546
C  -0.107  3.214  0.670
C  0.903  4.160  0.707
C  1.328  4.769  -0.470
C  0.735  4.437  -1.678
C  -0.285  3.494  -1.721
H  -1.629  -0.063  -5.230
H  -3.307  1.489  -6.184
H  -4.572  3.003  -4.711
H  -4.153  3.037  -2.275
H  -2.635  4.173  0.778
H  -4.527  5.002  2.104
H  -6.413  3.516  2.666
H  -6.421  1.168  1.887
H  -4.544  0.312  0.551
H  -0.442  2.764  1.599
H  1.350  4.436  1.653
H  2.111  5.514  -0.439
H  1.047  4.929  -2.589
H  -0.752  3.266  -2.671
C  4.751  -2.009  1.449
C  3.585  -1.275  2.077
C  3.798  0.224  2.178
C  3.231  -1.865  3.427
O  2.339  -1.537  1.240
P  1.948  -0.904  -0.150
O  0.986  -1.879  -0.847
O  0.997  0.341  0.095
O  3.249  -0.460  -0.807
C  3.716  -0.136  -2.217
C  4.278  -1.425  -2.772
C  4.769  0.929  -2.000
C  2.530  0.377  -3.003
H  5.643  -1.821  2.047
H  4.949  -1.672  0.436
H  4.584  -3.088  1.442
H  4.602  0.415  2.888
H  2.901  0.722  2.550
H  4.083  0.662  1.225
H  4.086  -1.778  4.096
H  3.000  -2.931  3.352
H  2.394  -1.340  3.890
H  5.122  -1.778  -2.181
H  4.634  -1.244  -3.786
H  3.516  -2.203  -2.817
H  5.569  0.561  -1.358
H  4.335  1.824  -1.555
H  5.206  1.199  -2.961
H  1.822  -0.428  -3.202
H  2.883  0.750  -3.965
H  2.039  1.202  -2.481

Cartesian forces, eV/Å:
Os -0.04 -0.48 -1.27
N 0.09 -0.05 0.10
C 0.03 0.09 -0.07
C -0.07 0.02 0.03
C -0.05 -0.01 0.01
N -0.01 -0.12 0.08
C -0.01 0.00 -0.01
C 0.04 0.01 -0.02
N -0.13 0.09 0.27
C -0.07 0.03 0.06
H -0.10 -0.07 -0.05
H 0.01 0.01 0.01
H -0.02 0.03 0.00
H 0.04 -0.03 0.01
H -0.01 0.03 -0.03
H 0.03 -0.03 -0.01
H -0.01 0.01 -0.03
H 0.03 -0.05 -0.02
H 0.06 0.03 -0.05
H 0.01 0.00 0.01
H 0.02 -0.01 0.00
H 0.00 0.00 0.05
H 0.04 0.00 -0.05
H 0.07 0.05 0.00
H 0.01 0.05 -0.04
H 0.04 -0.05 -0.02
S -0.14 -0.01 0.31
C -0.23 0.21 -0.06
C 0.12 -0.12 0.13
C -0.06 0.05 0.00
C -0.02 0.01 0.00
C 0.11 0.04 -0.05
C -0.14 -0.33 0.18
As 0.64 0.96 0.01
C -0.16 -0.36 -0.09
C 0.05 0.08 -0.02
C -0.01 0.01 0.03
C 0.01 0.00 -0.01
C 0.02 0.01 0.01
C 0.02 -0.09 0.05
C -0.17 -0.05 0.12
C 0.00 0.00 -0.02
C 0.02 0.03 -0.04
C 0.00 -0.01 0.05
C -0.02 0.00 0.01
C 0.01 -0.02 -0.02
H 0.00 0.01 -0.02
H 0.01 0.00 -0.01
H -0.01 0.00 0.00
H 0.00 -0.01 0.02
H -0.03 -0.06 -0.02
H 0.00 0.01 0.00
H -0.01 0.00 0.00
H -0.01 0.00 0.00
H -0.01 0.05 -0.03
H -0.01 -0.03 -0.02
H 0.01 0.00 0.01
H 0.00 0.01 0.00
H 0.01 0.00 -0.01
H -0.01 -0.02 0.01
C -0.02 0.00 0.01
C -0.06 0.11 0.08
C 0.02 -0.04 0.02
C 0.00 0.00 -0.01
O 0.04 -0.07 -0.21
P -0.24 0.21 0.21
O 0.46 0.06 0.44
O -0.11 -0.01 0.16
O -0.06 -0.36 -0.02
C -0.02 0.11 0.02
C 0.02 0.02 -0.05
C 0.00 -0.03 -0.03
C 0.03 0.05 -0.03
H 0.01 -0.01 0.02
H 0.00 0.04 -0.02
H -0.02 -0.01 -0.01
H 0.01 0.00 0.00
H -0.01 0.00 0.00
H 0.01 0.01 -0.03
H 0.01 0.02 0.00
H 0.00 -0.01 -0.01
H -0.01 0.01 0.00
H -0.01 0.01 0.02
H 0.01 -0.01 0.00
H -0.03 0.01 0.01
H 0.00 -0.01 0.00
H -0.01 0.00 0.00
H 0.00 0.00 0.00
H -0.02 -0.03 0.00
H -0.01 0.00 -0.01
H 0.00 -0.01 0.01

Summary:
* HOMO-LUMO gap (alpha / beta): 6.1160 / 6.0286 eV
* 2S+1: 1
* HOMO energy (alpha / beta): -16.3 / -16.3 eV
* total charge: +3

No. 2
DFT (wB97M-V/def2-TZVPD) results for a 3-piece molecular cluster, C32H48BrFN4O9S2 overall.

Element x y z (Å)
C  -0.191  4.785  1.435
C  0.730  3.914  0.514
C  0.003  3.384  -0.766
C  -1.294  2.564  -0.482
C  -1.413  1.271  -1.380
C  -0.389  0.178  -0.940
C  -0.854  -0.930  0.078
C  -2.177  -0.735  0.878
C  -3.101  -2.004  0.612
C  -3.611  -2.031  -0.862
O  -3.586  -3.082  -1.413
O  -4.094  -0.914  -1.456
C  -2.187  -0.251  2.372
C  -3.001  -1.196  3.364
S  -2.587  -0.885  5.128
O  -2.667  0.505  5.483
O  -1.366  -1.564  5.503
C  -2.957  1.125  2.487
O  -2.526  2.075  3.020
N  -4.335  1.207  1.927
C  -5.200  1.810  2.870
O  -5.426  1.366  3.910
F  -5.750  2.988  2.484
O  -0.965  -0.072  3.061
S  0.214  0.749  2.240
O  0.999  1.436  3.227
O  1.145  -0.448  1.628
C  0.444  -1.471  0.867
C  0.163  -2.665  1.824
C  1.109  -2.709  3.093
C  2.604  -2.946  2.760
Br  3.754  -2.548  4.307
N  1.411  -1.718  -0.218
C  1.746  -3.073  -0.569
C  0.612  -3.922  -1.283
C  1.077  -5.426  -1.344
C  0.064  -6.408  -0.629
H  -0.326  5.811  1.037
H  -1.140  4.259  1.657
H  0.336  4.903  2.409
H  1.552  4.574  0.143
H  1.220  3.118  1.108
H  -0.149  4.241  -1.453
H  0.738  2.713  -1.278
H  -2.151  3.214  -0.794
H  -1.465  2.354  0.591
H  -2.464  0.930  -1.470
H  -1.114  1.618  -2.398
H  -0.022  -0.304  -1.872
H  0.507  0.717  -0.557
H  -1.024  -1.812  -0.588
H  -2.802  0.031  0.354
H  -4.069  -1.918  1.165
H  -2.592  -2.954  0.842
H  -4.110  -1.136  -2.408
H  -2.741  -2.264  3.200
H  -4.087  -0.997  3.258
H  -3.598  -1.536  5.816
H  -4.325  1.794  1.089
H  0.119  -3.676  1.378
H  -0.843  -2.533  2.288
H  0.925  -1.839  3.754
H  0.755  -3.594  3.674
H  2.871  -2.321  1.885
H  2.751  -3.998  2.444
H  2.170  -1.049  -0.209
H  2.585  -3.045  -1.305
H  2.124  -3.740  0.250
H  0.479  -3.529  -2.310
H  -0.305  -3.871  -0.667
H  1.215  -5.792  -2.379
H  2.071  -5.505  -0.848
H  -0.844  -5.883  -0.271
H  -0.258  -7.217  -1.317
H  0.554  -6.927  0.225
N  0.991  8.031  -0.211
C  1.373  7.507  -1.375
C  2.683  7.511  -1.831
C  3.651  8.099  -1.034
C  3.277  8.652  0.179
C  1.941  8.589  0.543
H  0.578  7.061  -1.964
H  2.936  7.066  -2.784
H  4.686  8.124  -1.355
H  4.004  9.119  0.830
H  1.600  9.004  1.486
N  2.979  -2.248  -4.335
C  1.886  -2.451  -5.070
C  1.873  -3.171  -6.254
C  3.068  -3.708  -6.705
C  4.218  -3.508  -5.959
C  4.119  -2.776  -4.786
H  0.977  -2.006  -4.676
H  0.954  -3.306  -6.807
H  3.102  -4.276  -7.627
H  5.170  -3.912  -6.278
H  4.991  -2.597  -4.165

Cartesian forces, eV/Å:
C 0.96 -0.44 0.37
C -0.28 0.98 -0.40
C 0.98 -0.76 0.76
C -1.19 0.45 -1.13
C 0.75 0.82 0.38
C -0.13 0.61 -0.48
C 1.00 -0.55 -0.04
C -1.57 -0.15 -0.77
C -0.72 1.76 -0.16
C 0.87 -0.40 1.47
O -0.09 -1.03 -1.27
O 0.59 -0.09 0.33
C -1.34 0.15 1.28
C 0.17 0.09 -0.25
S 1.24 0.41 1.41
O -0.63 -0.33 -0.66
O -0.75 -0.38 -0.70
C -0.49 -0.72 -0.68
O 1.00 0.86 0.56
N -0.31 0.68 -0.37
C 0.85 0.73 -1.92
O -0.72 -1.14 2.65
F 0.34 -0.64 -0.55
O 0.80 -0.70 -0.45
S -0.34 1.49 -0.81
O 0.07 -0.83 -0.04
O -0.82 0.08 0.81
C 0.17 0.09 -1.27
C -0.12 0.22 1.50
C -0.34 -0.90 0.05
C -0.86 0.15 -0.75
Br -0.37 -0.20 -0.70
N -0.49 -0.80 0.61
C 0.46 -1.40 -1.04
C 1.14 -0.10 0.33
C -0.50 -0.14 0.39
C 0.53 -0.24 -0.12
H -0.26 -0.69 0.02
H 0.35 0.52 -0.20
H -0.42 -0.03 -0.52
H -0.39 -0.47 0.36
H -0.45 0.23 -0.40
H -0.30 -0.51 0.35
H -0.51 0.46 0.19
H 0.46 -0.39 0.41
H 0.42 0.04 -0.56
H 0.63 0.04 0.19
H -0.25 -0.37 0.56
H -0.27 -0.04 0.82
H -0.64 -0.38 -0.11
H -0.13 0.54 0.64
H 0.88 -0.27 0.26
H 0.82 -0.13 0.01
H -0.43 0.37 -0.35
H -0.32 0.09 0.36
H -0.33 0.68 0.11
H 0.55 -0.34 0.09
H 0.15 0.16 -0.81
H 0.23 -0.34 0.06
H 0.25 0.71 -0.26
H 0.63 0.04 -0.50
H 0.32 -0.40 -0.58
H 0.22 0.63 -0.22
H 0.31 -0.13 0.91
H 0.13 0.57 0.52
H -0.07 -0.30 0.10
H -0.51 0.19 0.53
H -0.28 0.75 -0.18
H -0.34 -0.05 0.66
H 0.23 0.10 -0.71
H -0.04 0.48 0.44
H -0.59 -0.01 -0.34
H 0.51 -0.30 -0.16
H 0.09 0.54 0.36
H -0.43 0.45 -0.43
N 0.27 0.03 -0.01
C -0.19 -0.01 0.09
C 0.01 0.01 0.02
C 0.12 0.00 -0.04
C -0.01 -0.03 -0.04
C -0.26 -0.04 0.02
H 0.06 -0.02 -0.06
H -0.03 0.00 0.01
H -0.03 0.00 0.01
H -0.04 -0.01 0.01
H 0.07 0.01 0.00
N 0.10 -0.16 -0.13
C -0.01 0.11 0.19
C 0.05 -0.02 -0.02
C 0.01 -0.06 -0.09
C -0.07 0.00 -0.01
C -0.09 0.12 0.18
H -0.04 -0.04 -0.07
H 0.01 0.02 0.03
H 0.00 0.02 0.02
H -0.01 0.02 0.03
H 0.03 -0.03 -0.06

Summary:
* HOMO-LUMO gap: 9.1680 eV
* 2S+1: 1
* HOMO energy: -9.1 eV